The following is a DFT calculation (wB97M-V/def2-TZVPD) of a molecular structure, C31H27N3O2PPt.

Cartesian coordinates (Å):
Pt: 0.3606 1.1380 0.1176
C: 3.0387 -0.0815 3.4660
C: 1.8327 -0.0643 2.5746
O: 1.8498 0.7433 1.6221
C: 0.7682 -0.9669 2.8936
C: -0.4712 -1.0784 2.3259
C: -1.4443 -2.0875 2.8603
N: -0.8753 -0.3081 1.2702
N: -2.1356 -0.3882 0.9465
C: -2.3739 0.0796 -0.3189
O: -1.4458 0.2559 -1.1367
C: -3.7743 0.3159 -0.7022
C: -4.0570 0.5852 -2.0394
C: -5.3567 0.8638 -2.4226
C: -6.3684 0.8881 -1.4688
C: -6.0859 0.6269 -0.1333
C: -4.7886 0.3343 0.2534
H: 3.7922 0.6071 3.0947
H: 3.4514 -1.0910 3.5165
H: 2.7471 0.2011 4.4806
H: 0.9628 -1.6253 3.7286
H: -1.0758 -2.5190 3.7873
H: -1.5844 -2.8823 2.1235
H: -2.4193 -1.6321 3.0207
H: -3.2509 0.5731 -2.7620
H: -5.5846 1.0673 -3.4608
H: -7.3841 1.1138 -1.7689
H: -6.8781 0.6499 0.6037
H: -4.5537 0.1223 1.2880
C: -0.5251 -3.7711 -3.1893
C: -0.4356 -2.7310 -4.1075
C: 0.1667 -1.5331 -3.7496
C: 0.6752 -1.3671 -2.4647
C: 0.5730 -2.4067 -1.5448
C: -0.0190 -3.6102 -1.9074
P: 1.5336 0.1396 -1.9254
C: 3.1982 -0.0088 -2.6341
C: 3.9512 -1.1387 -2.3061
C: 5.2198 -1.3071 -2.8357
C: 5.7485 -0.3480 -3.6930
C: 5.0114 0.7833 -4.0068
C: 3.7407 0.9614 -3.4710
C: 0.7331 1.5927 -2.6413
C: 0.5579 2.0151 -3.9553
C: -0.2476 3.1199 -4.2003
C: -0.8749 3.7933 -3.1515
C: -0.6999 3.3808 -1.8365
C: 0.1304 2.2977 -1.5977
H: -0.9917 -4.7059 -3.4739
H: -0.8320 -2.8555 -5.1074
H: 0.2310 -0.7287 -4.4753
H: 0.9485 -2.2710 -0.5349
H: -0.0879 -4.4190 -1.1903
H: 3.5384 -1.8962 -1.6491
H: 5.7980 -2.1863 -2.5815
H: 6.7380 -0.4828 -4.1116
H: 5.4240 1.5338 -4.6690
H: 3.1844 1.8619 -3.7014
H: 1.0277 1.4946 -4.7822
H: -0.4015 3.4535 -5.2187
H: -1.5140 4.6414 -3.3653
H: -1.1997 3.8995 -1.0265
N: -0.1314 3.2787 2.3756
C: -0.5399 2.6417 1.4963
H: 0.3306 3.7999 3.0935

Forces on the atoms, in the same order (eV/Å):
Pt -0.01 -0.47 -0.31
C 0.02 -0.05 0.04
C 0.01 -0.12 0.02
O 0.02 0.21 0.04
C 0.30 0.08 0.09
C -0.32 0.18 -0.22
C 0.02 0.03 -0.02
N 0.30 -0.27 0.18
N 0.01 0.16 -0.23
C -0.12 -0.20 -0.03
O -0.17 0.29 0.23
C 0.12 -0.04 0.02
C -0.05 0.03 -0.08
C -0.02 0.00 0.03
C -0.01 0.00 0.00
C 0.00 0.00 -0.03
C -0.03 -0.06 0.01
H -0.01 0.00 0.00
H -0.01 0.03 0.01
H 0.02 -0.02 -0.03
H 0.04 0.02 0.00
H 0.01 -0.01 -0.03
H -0.03 0.04 0.01
H 0.02 0.00 0.03
H -0.02 0.01 0.02
H 0.00 -0.01 0.02
H 0.02 -0.01 0.01
H 0.02 0.00 -0.02
H -0.01 0.01 -0.03
C 0.01 0.04 0.00
C 0.01 0.03 0.03
C -0.01 0.01 -0.08
C 0.10 -0.01 0.00
C -0.06 -0.05 0.03
C 0.01 0.05 0.00
P -0.15 -0.16 -0.18
C 0.00 -0.07 0.12
C 0.03 -0.01 -0.08
C -0.02 0.03 0.02
C -0.01 -0.02 0.01
C -0.05 0.01 0.04
C 0.08 0.10 0.01
C -0.05 0.06 -0.06
C 0.02 0.05 -0.09
C 0.00 -0.01 0.06
C 0.04 -0.01 0.01
C 0.09 0.13 -0.09
C -0.01 -0.18 0.02
H 0.02 0.03 0.00
H 0.01 0.01 0.03
H 0.01 -0.07 0.07
H 0.00 -0.01 -0.02
H 0.00 0.03 -0.01
H 0.00 0.00 -0.02
H -0.02 0.02 -0.01
H -0.03 0.00 0.01
H -0.01 -0.01 0.02
H 0.03 -0.06 -0.01
H -0.01 0.01 0.03
H 0.00 -0.01 0.03
H 0.03 -0.01 -0.01
H -0.01 -0.04 -0.02
N 0.06 0.11 0.06
C -0.15 0.16 0.31
H -0.08 0.06 0.01

Summary:
LUMO energy (spin up / spin down): -0.09760 / -0.19142 Eh
Relative energy (zero: lowest compared OMol25 entry of this formula, charge and spin): 77.1 kJ/mol
HOMO (spin up / spin down): -9.52 / -11.57 eV
Gap between HOMO and LUMO (spin up / spin down): 6.86 / 6.36 eV
Net charge: +1
Spin multiplicity: 5
<S²>: 6.042

=====

The following is a DFT calculation (wB97M-V/def2-TZVPD) of 8 unconnected molecules or ions with the total composition C24H56F6NO25P6.

Cartesian coordinates (Å):
P: 0.7394 -0.4858 0.0692
F: 0.9264 -0.3184 -1.5728
F: -0.6842 0.3470 -0.0671
F: -0.0428 -1.8373 -0.2548
F: 0.4840 -0.5949 1.6498
F: 2.1539 -1.2120 0.0316
F: 1.3661 1.0333 0.3320
C: 4.4377 1.3443 0.5765
C: 5.0859 0.4416 -0.1619
C: 6.5798 0.3128 -0.1763
O: 7.1969 -0.5732 -0.7163
C: 7.2708 1.3004 0.6845
C: 6.6003 2.1583 1.4789
C: 5.1048 2.1907 1.5609
O: 4.5102 3.0581 2.1735
O: 7.2782 3.1359 2.1148
O: 4.4696 -0.3826 -1.0269
H: 3.3634 1.4542 0.4823
H: 8.3322 1.3763 0.4939
H: 6.6175 3.5907 2.6699
H: 3.5079 -0.3758 -0.8533
C: 3.8399 3.0542 -0.6905
O: 4.9484 2.6200 -0.9111
N: 2.7252 2.7311 -1.3976
C: 1.4281 3.2037 -1.0054
C: 2.7498 1.6849 -2.4029
H: 3.6275 3.8605 0.0286
H: 0.8178 3.5855 -1.8354
H: 1.4786 4.1413 -0.4504
H: 0.7645 2.4447 -0.5853
H: 2.4161 2.1741 -3.3305
H: 3.7201 1.2508 -2.6085
H: 1.9635 0.9450 -2.2329
C: -2.8292 3.4101 -0.0803
O: -2.7792 3.4947 1.3375
P: -1.8416 4.5431 2.1043
O: -2.0710 4.7794 3.5308
O: -0.3847 3.9602 1.7702
C: -0.0406 2.6797 2.2765
O: -1.9218 5.8808 1.2442
C: -1.3775 7.1471 1.5583
H: -3.8456 3.3481 -0.4690
H: -2.2296 2.5740 -0.4393
H: -2.4920 4.2979 -0.6256
H: 0.7037 2.1054 1.7276
H: -0.9592 2.0847 2.2330
H: 0.2892 2.6620 3.3184
H: -1.0656 7.2670 2.5983
H: -2.1779 7.8736 1.4192
H: -0.5212 7.3173 0.9078
C: 2.4559 -7.2836 -2.6154
O: 1.8605 -6.4774 -1.6108
P: 1.5952 -4.9176 -1.8985
O: 1.1792 -4.1761 -0.7040
O: 2.8869 -4.3070 -2.6404
C: 4.1080 -4.1329 -1.8930
O: 0.5643 -4.9881 -3.0948
C: 0.0930 -3.8580 -3.8404
H: 2.0089 -7.1477 -3.6005
H: 2.3339 -8.3151 -2.2834
H: 3.5336 -7.1071 -2.6760
H: 4.2182 -4.7240 -0.9842
H: 4.1309 -3.0786 -1.6122
H: 4.8815 -4.3577 -2.6272
H: -0.9033 -4.1131 -4.1766
H: 0.7916 -3.6232 -4.6429
H: 0.1083 -2.9587 -3.2214
C: 1.1608 -1.0716 6.4767
O: -0.2020 -1.4000 6.6495
P: -1.1470 -1.6958 5.3890
O: -0.5001 -2.4251 4.2832
O: -2.4609 -2.4795 5.8710
C: -3.2488 -3.3378 5.0300
O: -1.6931 -0.2493 4.9825
C: -0.8051 0.6776 4.3082
H: 1.4056 -0.0436 6.7438
H: 1.5299 -1.2311 5.4606
H: 1.7501 -1.7499 7.0952
H: -3.2365 -4.3214 5.4990
H: -2.8258 -3.4739 4.0343
H: -4.2861 -3.0274 4.9347
H: -1.3196 0.8483 3.3685
H: 0.2055 0.3029 4.1488
H: -0.6726 1.5648 4.9272
C: -4.0632 -1.0160 2.9126
O: -4.0444 -1.4129 1.5534
P: -3.5397 -2.8593 1.1012
O: -2.1633 -3.1831 1.4376
O: -4.6080 -3.9172 1.6917
C: -5.9825 -3.7396 1.4248
O: -3.9089 -2.8284 -0.4637
C: -3.8830 -4.1017 -1.0963
H: -3.2835 -1.4833 3.5048
H: -4.9581 -1.4475 3.3769
H: -4.0662 0.0577 3.0641
H: -6.4432 -3.6260 2.4196
H: -6.4956 -4.6279 1.0492
H: -6.3383 -2.8681 0.8751
H: -4.7052 -4.7910 -0.8686
H: -2.9644 -4.6254 -0.8257
H: -3.9928 -3.9436 -2.1681
C: -1.8840 0.5010 -3.1740
O: -1.6476 1.1383 -4.4686
P: -2.8190 2.1493 -4.8966
O: -4.1716 1.6185 -5.1721
O: -2.6900 3.2502 -3.7265
C: -1.3455 3.6941 -3.4698
O: -2.1513 2.8573 -6.1691
C: -2.1815 2.1560 -7.4383
H: -2.0990 -0.5521 -3.3477
H: -2.7136 0.8793 -2.5805
H: -0.9121 0.5880 -2.6991
H: -1.1623 3.4614 -2.4280
H: -1.3444 4.7747 -3.6356
H: -0.5301 3.4060 -4.1319
H: -2.8170 2.7172 -8.1223
H: -2.6605 1.1950 -7.2733
H: -1.1651 2.1734 -7.8142

Forces on the atoms, in the same order (eV/Å):
P -3.11 0.04 -0.80
F -0.24 0.34 0.26
F -0.15 -0.12 -0.19
F 0.27 0.27 0.65
F 0.79 -0.42 -0.39
F 0.44 0.28 1.11
F 1.36 -2.04 -0.12
C 0.16 -2.94 3.54
C -0.05 -1.84 0.17
C -0.27 0.46 1.81
O -0.16 -0.15 -0.68
C -0.54 0.37 -0.30
C 1.31 -0.37 -0.53
C -0.10 -0.47 -1.79
O 0.34 0.19 0.84
O -0.69 0.04 0.62
O -0.11 -0.05 -0.07
H 0.18 -0.47 0.44
H 0.09 0.06 0.39
H 0.13 0.08 -0.15
H 0.37 -0.20 -0.02
C -1.68 2.48 -2.57
O 0.83 2.88 -2.25
N 0.68 -0.39 0.61
C -1.40 1.32 -0.82
C -0.96 0.79 -1.37
H 0.10 -0.24 0.30
H 0.66 -0.24 -0.73
H 0.33 -0.45 0.80
H 0.49 0.59 0.20
H 0.21 -0.04 -0.17
H 0.11 0.10 0.46
H 0.73 0.19 0.27
C 0.17 0.32 -1.36
O -0.37 1.15 0.59
P 1.10 -0.04 -0.22
O -0.45 -0.50 -0.21
O 0.35 1.08 -0.34
C -0.88 -1.38 0.61
O -0.27 -1.17 -0.35
C 0.01 0.30 0.48
H -0.23 -0.54 0.66
H -0.09 -0.21 0.24
H 0.46 0.19 0.65
H -0.15 0.99 -0.35
H 0.39 0.04 -0.17
H -0.10 0.76 -0.03
H 0.03 -0.48 0.02
H 0.18 0.08 -0.35
H -0.11 0.21 -0.05
C 0.40 -0.53 0.10
O 0.02 0.89 -0.31
P -0.09 0.94 0.76
O 0.40 -0.86 -0.65
O -0.64 -1.20 0.40
C -0.05 0.94 -0.50
O 0.02 -0.42 -0.33
C 0.80 0.46 0.65
H -0.11 0.08 0.09
H -0.15 0.03 -0.14
H -0.08 0.21 -0.05
H -0.34 -0.29 -0.18
H 0.33 -0.10 0.06
H 0.24 0.05 0.37
H -0.05 0.15 -0.18
H -0.16 -0.38 -0.32
H -0.42 -0.09 0.24
C 1.26 -0.48 -0.37
O -1.43 -0.31 0.14
P 0.14 -0.69 -2.03
O 0.13 0.53 0.76
O 0.40 1.31 0.84
C 0.62 -1.00 -0.11
O 0.16 -0.47 0.72
C -0.37 -0.42 0.36
H -0.48 0.06 0.20
H -0.40 -0.08 -0.11
H -0.09 0.12 0.18
H -0.05 0.02 0.09
H 0.26 0.24 0.05
H 0.10 0.49 0.32
H 0.41 0.17 0.20
H -0.20 -0.49 -0.29
H -0.56 0.10 -0.08
C -0.51 -1.19 1.11
O -0.07 -0.16 -0.99
P 0.15 0.55 -0.27
O -0.46 -0.39 0.26
O 0.48 0.33 -0.58
C -1.73 -0.06 1.81
O -0.50 0.22 0.79
C 0.17 -0.68 -0.52
H 0.57 0.43 -0.48
H -0.31 0.37 -0.13
H 0.14 0.07 -0.54
H -0.03 0.12 -0.15
H 0.68 -0.16 -0.45
H 0.82 0.07 -0.39
H -0.20 0.48 0.60
H 0.14 0.07 -0.37
H 0.49 0.20 0.01
C 0.93 -0.86 -0.38
O -1.59 0.13 -0.12
P 0.27 0.02 -0.26
O 1.06 0.39 0.68
O -0.09 -0.67 -1.55
C -0.11 1.54 0.30
O -0.11 -0.03 0.32
C -0.56 0.72 0.64
H 0.08 -0.03 -0.07
H 0.12 0.53 -0.16
H -0.30 -0.10 0.59
H 0.38 -0.02 -0.03
H -0.23 0.11 0.49
H -0.42 -1.01 -0.03
H -0.01 0.09 0.03
H 0.46 -0.33 -0.35
H 0.05 -0.54 -0.04

Summary:
LUMO energy: 0.05530 Eh
HOMO: -5.44 eV
Gap between HOMO and LUMO: 6.94 eV
Net charge: -1

=====

Calculated values (g/mol) of molecular weight for the records, taken in order: 699.628; 1058.526.